Entry from OMol25: a structure of composition C41H52BrN12S2Sc in a non-equilibrium geometry (ωB97M-V/def2-TZVPD).

```
109
Properties=species:S:1:pos:R:3:forces:R:3:lowdin_charge:R:1
Sc 0.258278 0.095305 -0.576271 0.7 0.5 -0.7 1.0763
C 0.000855 3.818545 2.352575 0.0 0.1 -0.1 0.0187
C -0.128311 2.853446 1.216518 0.3 0.0 0.2 -0.2499
N 0.745192 1.930216 1.013095 -0.4 -0.3 -0.5 0.0124
N 1.844211 1.901889 1.813332 0.1 -0.1 0.4 -0.0007
C 2.992177 1.315391 1.393684 0.1 -0.2 -0.1 -0.8077
N 4.015644 1.352355 2.252638 -0.1 0.1 0.0 0.1393
S 3.135078 0.589502 -0.103169 -0.4 0.0 -0.3 0.7823
C -1.196115 2.957936 0.208821 -0.3 0.1 -0.3 -0.2316
C -2.128642 3.987993 0.216770 0.2 0.0 0.2 0.0246
C -3.055227 4.080163 -0.808139 -0.1 -0.1 -0.2 -0.0049
C -3.022318 3.139592 -1.822680 0.0 0.2 0.2 0.0070
C -2.064854 2.142026 -1.756432 0.0 -0.2 -0.1 -0.1088
N -1.176727 2.040068 -0.773856 0.1 -0.1 0.1 0.0251
H 0.889625 4.440994 2.211838 0.0 0.0 0.0 0.1139
H 0.097982 3.289138 3.304467 0.0 0.0 0.0 0.1022
H -0.853459 4.477793 2.441625 0.0 0.0 0.0 0.0812
H 1.849358 2.445629 2.662995 -0.1 0.0 0.0 0.1373
H 3.995149 1.883562 3.109039 0.0 0.0 0.0 0.1259
H 4.907293 1.018611 1.925605 0.0 0.0 0.0 0.1153
H -2.133812 4.730609 0.999526 0.0 0.0 0.0 0.1145
H -3.783307 4.879851 -0.818762 0.0 0.0 0.0 0.1270
H -3.715366 3.175872 -2.650543 0.0 0.0 0.0 0.1266
H -1.998866 1.397800 -2.541573 0.0 0.0 0.0 0.1218
C -0.732131 3.776547 -5.864025 0.0 0.1 0.1 -0.0320
C -0.085784 3.397174 -4.558638 0.0 0.0 0.0 -0.2486
C 0.386944 4.370962 -3.681261 0.0 0.0 0.0 0.0049
C 0.999831 4.011311 -2.488311 -0.1 0.0 0.0 -0.2515
C 1.530833 5.044378 -1.530387 0.0 -0.1 0.0 -0.0263
C 1.127285 2.662943 -2.184371 0.3 -0.2 -0.2 -0.0583
C 0.642254 1.654272 -3.024935 0.3 0.4 -0.1 -0.3379
C 0.040016 2.053743 -4.222988 -0.1 -0.2 0.1 -0.0124
N 0.769040 0.311487 -2.600953 -0.7 -0.2 1.4 -0.0882
C 1.273962 -0.674774 -3.594544 0.1 -0.2 0.1 -0.5867
C 1.901579 -1.798328 -2.759496 -0.2 0.3 -0.1 -0.0693
C 2.391302 -0.098921 -4.475228 0.0 0.1 0.2 -0.0242
C 0.133623 -1.261339 -4.467563 0.1 0.1 0.0 -0.0210
H -0.667561 4.849458 -6.035249 0.0 0.0 0.0 0.0812
H -1.786881 3.496079 -5.871050 0.0 0.0 0.0 0.0847
H -0.248237 3.266142 -6.696886 0.0 0.0 0.0 0.0894
H 0.302284 5.417133 -3.952433 0.0 0.0 0.0 0.1233
H 1.713010 5.994275 -2.029226 0.0 0.0 0.0 0.0867
H 2.466322 4.708006 -1.080308 0.0 0.0 0.0 0.0837
H 0.811543 5.221719 -0.723450 0.0 0.1 0.0 0.0702
H 1.704062 2.380215 -1.312335 0.0 0.0 0.0 0.0344
H -0.358346 1.311151 -4.904319 0.1 0.0 0.0 0.1166
H 2.142366 -2.657942 -3.384411 0.0 -0.1 0.1 0.1098
H 1.179696 -2.109602 -1.991700 0.2 0.0 -0.1 0.0202
H 2.821473 -1.449556 -2.285995 0.0 0.0 0.0 0.0678
H 3.130337 0.414469 -3.856666 0.0 0.0 0.0 0.0950
H 2.030421 0.600408 -5.222757 -0.1 0.1 0.0 0.0806
H 2.889203 -0.915323 -5.000249 0.0 0.0 0.0 0.0988
H -0.035259 -2.313437 -4.236224 0.0 0.0 -0.1 0.0643
H 0.383082 -1.203664 -5.527229 0.0 0.0 0.0 0.0924
H -0.802008 -0.726833 -4.307687 0.0 -0.1 0.0 0.0728
Br 0.119211 -0.818804 3.423407 0.1 0.1 0.0 0.8699
C 1.566677 -1.723635 2.596769 -0.2 -0.1 -0.2 -0.7260
C 2.419674 -2.442223 3.417079 0.1 -0.1 0.1 -0.0902
C 3.395692 -3.216121 2.813050 -0.1 0.1 0.0 -0.0198
C 3.471662 -3.216288 1.429098 0.1 -0.1 -0.1 -0.0210
C 2.590036 -2.433713 0.712109 0.2 0.3 0.0 -0.2056
N 1.628874 -1.682019 1.272615 -0.1 0.1 0.3 -0.0267
H 2.304745 -2.401968 4.490270 0.0 0.0 0.0 0.1097
H 4.067504 -3.813020 3.414615 0.0 0.0 0.0 0.1270
H 4.206048 -3.815537 0.909390 0.0 0.0 0.0 0.1257
H 2.660946 -2.378659 -0.365331 0.0 -0.1 0.1 0.0765
C -1.502617 -2.858615 -1.642512 0.0 -0.1 0.0 -0.1773
N -2.222384 -4.108627 -1.755136 -0.1 0.0 -0.1 -0.0735
C -3.070436 -4.278864 -0.572479 0.1 0.0 0.0 -0.1442
N -2.273953 -4.287045 0.657639 -0.1 -0.1 0.0 -0.0751
C -1.557220 -3.032377 0.761304 0.0 0.0 0.1 -0.1784
N -0.665404 -2.770537 -0.409543 -0.1 0.2 -0.3 -0.0812
C 0.262178 -3.946675 -0.459640 0.1 0.0 -0.1 -0.1856
N -0.427858 -5.212418 -0.580214 0.0 -0.1 0.0 -0.0753
C -1.243509 -5.197981 -1.796893 0.0 0.1 0.1 -0.1425
C -1.311354 -5.386342 0.572690 0.0 0.1 0.0 -0.1486
H -2.217573 -2.035735 -1.639037 0.0 0.0 0.0 0.0975
H -0.850029 -2.747830 -2.508663 0.0 0.0 0.1 0.0919
H -3.614340 -5.219626 -0.653624 0.0 0.0 0.0 0.1355
H -3.790121 -3.457797 -0.527145 0.0 0.0 0.0 0.1235
H -0.936523 -3.048291 1.661369 0.0 0.0 0.0 0.1034
H -2.280827 -2.230522 0.851697 0.1 -0.1 0.0 0.0889
H 0.849519 -3.955598 0.457819 -0.1 -0.1 -0.1 0.1079
H 0.930283 -3.833589 -1.316851 -0.1 -0.1 0.1 0.1120
H -1.760448 -6.151632 -1.898279 0.0 0.0 0.0 0.1360
H -0.590427 -5.053264 -2.660022 0.0 -0.1 0.0 0.1332
H -0.715164 -5.414231 1.487186 0.0 0.0 0.0 0.1327
H -1.848338 -6.329648 0.475164 0.0 0.0 0.0 0.1348
S -6.315731 -0.114660 2.777130 0.0 0.2 0.2 1.0603
C -4.783399 0.018132 1.947013 0.3 0.1 0.1 -0.4998
C -4.650372 -0.453476 0.639559 -0.2 0.0 0.0 -0.0561
C -3.424394 -0.384458 0.015210 0.1 0.2 -0.2 -0.1600
N -2.298785 0.064112 0.592832 0.1 -0.1 0.1 0.0180
C -2.453105 0.549951 1.830775 0.0 0.0 0.0 -0.1941
C -3.639430 0.564975 2.530846 -0.1 0.0 -0.1 -0.0365
C -6.169678 1.269240 3.915078 -0.1 -0.2 -0.4 -0.5290
C -6.342212 2.547103 3.400342 0.0 0.1 0.2 -0.0827
C -6.261037 3.616566 4.281777 0.0 -0.1 -0.1 -0.1278
N -6.022926 3.467938 5.580320 0.0 0.1 0.1 0.0750
C -5.869478 2.240009 6.057861 0.0 0.0 0.0 -0.1226
C -5.936330 1.095550 5.266994 0.0 0.0 0.0 -0.0709
H -5.506585 -0.852752 0.111979 0.0 0.0 -0.1 0.1208
H -3.346667 -0.677194 -1.024067 0.0 -0.1 0.1 0.1033
H -1.571636 0.947047 2.310179 0.1 0.0 0.0 0.0320
H -3.668115 0.986598 3.525863 0.0 0.0 0.0 0.1153
H -6.543655 2.698820 2.348610 0.0 0.0 0.0 0.1097
H -6.407909 4.632666 3.932092 0.0 0.0 0.0 0.1124
H -5.687457 2.164832 7.123984 0.0 -0.1 0.0 0.1157
H -5.811453 0.113904 5.703226 0.0 0.0 0.0 0.1136
```
Positions in Å, forces in eV/Å.

Its multiplicity is 1. As for the charge: +2. The calculation puts the HOMO energy at -12.45 eV. For the molar mass, the calculation gives 901.9 g mol⁻¹. The calculation puts the LUMO energy at -6.1 eV.

=====

Entry from OMol25: a structure of composition C30H55MoN4O2P2 in a non-equilibrium geometry (ωB97M-V/def2-TZVPD).

```
94
Properties=species:S:1:pos:R:3:forces:R:3:lowdin_charge:R:1
C -0.517489 0.608070 -2.794291 0.0 0.8 0.4 -0.2865
C -0.473784 -1.734933 -2.386140 0.1 -0.4 1.4 -0.2887
C -0.526087 0.391220 -4.164962 0.0 0.1 0.5 0.0595
C -0.221906 -1.953937 -3.770993 -0.5 -0.2 -0.4 0.0490
C -0.275587 -0.890653 -4.658411 0.1 -0.7 0.1 0.0216
H -0.668354 1.256895 -4.802924 0.1 -0.2 -0.2 0.1490
H -0.061456 -2.979530 -4.094956 -0.1 0.2 -0.1 0.1422
H -0.142439 -1.027453 -5.728523 0.0 -0.2 0.2 0.1426
N -0.390885 -0.417412 -1.931714 -0.2 0.5 1.6 -0.0412
P 0.084359 2.385109 -0.587605 1.0 1.2 -0.6 1.1167
P -1.326972 -2.250692 0.274871 -0.5 -0.5 -0.3 1.1256
C -0.635426 2.029160 -2.239573 -0.1 -0.2 -0.6 -0.2554
H -0.198666 2.732535 -2.962111 -0.1 -0.1 0.1 0.1013
H -1.698308 2.306301 -2.165378 0.1 -0.2 -0.1 0.1044
C -0.863594 -2.717170 -1.426040 1.6 0.8 -1.1 -0.0984
H -0.961143 -3.724774 -1.813644 -0.1 -0.1 0.1 0.0964
C -0.436408 -2.830171 1.964910 0.9 -0.7 0.4 -0.5949
C -3.082263 -2.998816 0.130617 -0.7 0.0 0.2 -0.6384
C 1.904484 2.896892 -0.974325 0.0 -0.2 0.2 -0.6557
C -0.822155 4.006591 -0.052120 -0.5 -0.1 0.4 -0.6369
C 0.264436 -1.660341 2.676623 -0.5 0.6 -0.2 -0.1119
H -0.450501 -0.917917 3.067943 0.2 -0.3 -0.1 0.0506
H 0.777093 -2.093954 3.554622 0.0 0.3 -0.4 0.1270
H 1.029713 -1.153663 2.055092 -0.1 -0.4 0.4 0.0228
C -1.415469 -3.414049 2.990043 -0.5 0.1 -0.2 -0.0595
H -2.127160 -2.647213 3.317787 0.2 -0.3 0.0 0.0899
H -1.946428 -4.304092 2.634122 0.2 0.3 0.2 0.0803
H -0.839374 -3.709471 3.881913 0.0 0.1 -0.4 0.1228
C 0.627021 -3.855037 1.583506 0.3 -0.3 -0.4 -0.0804
H 1.116644 -4.243304 2.491339 -0.3 0.2 -0.2 0.1187
H 0.233764 -4.711822 1.024585 0.0 0.1 0.2 0.0997
H 1.411934 -3.395035 0.974333 -0.4 -0.1 0.2 0.0349
C -3.945575 -2.598295 1.333128 -0.1 0.0 0.3 -0.0642
H -3.836406 -1.532770 1.566685 -0.1 -0.2 0.0 0.0794
H -4.992286 -2.782899 1.060979 0.2 0.1 0.1 0.1116
H -3.736831 -3.189774 2.226550 -0.1 0.2 -0.3 0.0703
C -3.775322 -2.433932 -1.120887 0.3 0.2 -0.1 -0.0709
H -3.775591 -1.339463 -1.105509 -0.1 -0.1 -0.1 0.0779
H -3.318053 -2.780336 -2.052631 -0.1 0.0 0.1 0.0863
H -4.824243 -2.759176 -1.112564 0.3 0.0 0.0 0.1123
C -2.957159 -4.529357 0.011100 0.2 -0.2 0.2 -0.0486
H -2.173636 -4.854734 -0.681625 -0.3 0.0 0.1 0.0732
H -2.770881 -5.017052 0.972720 0.0 0.1 -0.2 0.0812
H -3.909963 -4.929045 -0.361552 0.2 0.2 0.0 0.1184
C -0.140030 4.580009 1.202367 0.1 0.0 0.1 -0.0738
H -0.750351 5.417514 1.580803 0.2 -0.3 -0.2 0.1118
H -0.071259 3.828581 2.002578 0.0 0.2 -0.1 0.0767
H 0.863285 4.977497 1.002396 -0.3 -0.1 0.1 0.0715
C -2.280702 3.686065 0.296364 -0.2 -0.2 0.2 -0.1095
H -2.809327 3.174548 -0.515716 0.0 0.1 0.1 0.0755
H -2.384653 3.098993 1.215321 0.1 0.2 -0.4 0.0366
H -2.805161 4.640023 0.467179 0.2 -0.3 -0.1 0.1109
C -0.897554 5.066630 -1.163522 0.4 0.1 -0.4 -0.0661
H -1.362217 4.673843 -2.076284 0.0 0.2 0.1 0.0901
H -1.532946 5.885730 -0.796033 0.1 -0.3 -0.1 0.1121
H 0.060163 5.519993 -1.422033 -0.3 -0.1 0.1 0.0614
C 2.459163 1.891795 -1.985672 0.0 -0.3 -0.1 -0.1027
H 1.996290 1.999262 -2.973845 0.1 0.0 0.1 0.0867
H 3.538878 2.056785 -2.108393 -0.2 0.0 0.0 0.1090
H 2.326823 0.859384 -1.652084 0.0 0.1 -0.1 0.0301
C 2.700208 2.826818 0.335910 0.1 -0.1 0.2 -0.0930
H 2.706178 1.813865 0.738536 0.1 0.5 0.0 0.0165
H 3.747855 3.103704 0.136160 -0.3 0.0 0.1 0.1126
H 2.298027 3.483476 1.116874 0.2 0.0 -0.3 0.0744
C 2.089615 4.291783 -1.581295 0.0 0.2 -0.1 -0.0732
H 1.501451 4.433112 -2.496644 0.1 0.0 0.2 0.0901
H 1.885626 5.101090 -0.870333 0.0 -0.3 -0.3 0.0812
H 3.148653 4.392621 -1.868344 -0.3 -0.1 0.1 0.1126
Mo -0.053634 -0.119513 0.142010 1.0 0.5 -0.2 1.1339
C -1.894531 0.384727 0.383608 -7.1 1.9 0.2 -0.3363
O -3.048068 0.697804 0.422095 5.5 -1.6 -0.1 0.0776
N 2.186623 -0.194731 0.518044 4.6 -1.5 -0.8 0.0327
C 3.304307 -0.596067 0.346559 -5.4 -1.0 -0.7 0.0567
C 4.142719 -1.731009 -0.344128 1.1 0.2 0.2 -0.5592
C 3.224986 -2.895197 -0.731559 -0.5 0.1 0.3 -0.0370
C 4.775447 -1.150246 -1.595414 0.0 0.6 -0.4 -0.0393
C 5.214795 -2.273168 0.588830 0.2 0.0 0.6 -0.0339
H 2.927656 -3.423644 0.178023 0.0 0.1 -0.4 0.0637
H 2.356117 -2.535517 -1.302126 0.1 -0.2 0.2 0.0770
H 3.762206 -3.630770 -1.348939 0.1 0.5 0.1 0.1233
H 5.300848 -0.213843 -1.376067 0.1 -0.2 -0.2 0.1046
H 5.478430 -1.877862 -2.017917 -0.1 0.2 0.2 0.1140
H 4.009631 -0.956700 -2.354725 0.1 0.1 0.0 0.0866
H 5.821705 -3.034113 0.080412 -0.2 0.3 -0.1 0.1149
H 5.876997 -1.486585 0.956261 0.0 -0.1 -0.1 0.1058
H 4.751738 -2.775181 1.441951 0.1 0.1 0.1 0.0961
N -1.214921 2.400114 4.403139 -0.4 -0.8 -0.2 0.1715
C -2.071254 1.628451 3.644671 -0.5 1.1 0.0 -0.6206
N -3.130986 2.343290 3.099889 0.3 -0.7 0.7 0.1452
O -1.874623 0.449137 3.363363 0.2 0.2 -0.3 -0.0175
H -1.616860 3.201423 4.870951 0.2 0.0 0.0 0.1144
H -0.550364 1.860452 4.943038 -0.1 0.2 0.0 0.1178
H -3.835536 1.756906 2.671511 0.0 0.2 0.2 0.1088
H -3.483090 3.134218 3.627238 0.0 -0.1 -0.2 0.1237
```
Positions in Å, forces in eV/Å.

Its multiplicity is 3. As for the charge: +3. The calculation puts the HOMO energy (spin up / spin down) at -16.25 / -16.46 eV. For the molar mass, the calculation gives 661.7 g mol⁻¹. The calculation puts the LUMO energy (spin up / spin down) at -12.0 / -11.6 eV.

=====

Entry from OMol25: an isolated molecule of C4H10P2 in a non-equilibrium geometry (ωB97M-V/def2-TZVPD).

```
16
Properties=species:S:1:pos:R:3:forces:R:3:nbo_charge:R:1
C -0.520786 1.408738 0.113885 2.9 -3.9 1.6 -0.4132
C -0.063407 -0.848844 0.203892 -0.9 1.3 0.6 -0.4650
C 0.357509 0.222092 1.160416 -1.5 4.6 0.9 -0.5598
C -1.169930 0.063794 -0.338688 2.0 0.8 -2.8 -0.4730
P 2.225672 0.407734 1.243430 0.2 1.3 -0.8 0.5300
P -1.408345 -0.076585 -2.175490 -1.4 -1.8 0.1 0.3041
H -1.129548 1.979591 0.766412 -0.3 1.2 0.0 0.2181
H 0.283524 1.803240 -0.550609 -1.1 0.3 0.4 0.2113
H 0.734660 -1.239796 -0.394367 0.4 0.4 -1.3 0.2217
H -0.367901 -1.670728 0.710216 -1.3 -2.8 1.6 0.2214
H -0.062185 0.356240 2.246237 0.7 -0.9 -2.1 0.2419
H -2.153946 0.049560 0.014494 -1.2 -0.8 1.3 0.2327
H 2.493835 0.275029 -0.153332 -0.2 0.6 -0.6 -0.1034
H 2.401338 -0.805053 1.742644 0.6 -2.2 1.7 -0.0915
H -1.503671 -1.585225 -2.125833 -0.5 1.5 -0.1 -0.0290
H -0.116819 -0.339787 -2.463307 1.8 0.3 -0.4 -0.0464
```
Positions in Å, forces in eV/Å.

Its multiplicity is 3. The calculation puts the HOMO energy (spin up / spin down) at -4.05 / -9.15 eV. For the molar mass, the calculation gives 120.1 g mol⁻¹. The calculation puts the LUMO energy (spin up / spin down) at 1.0 / -2.7 eV.

=====

The calculation returns the following ΔE to the lowest compared entry with this formula, charge and spin values, one per record and in order: 0.952; 2.663; 0.872 eV.